Computed, not measured: C66H165F4N13O34S5Sn as an isolated structure in a non-equilibrium geometry, with ωB97M-V/def2-TZVPD.

```
288
Properties=species:S:1:pos:R:3
Sn -3.23 -1.54 -4.16
S -2.91 -5.07 -3.73
O -2.45 -3.99 -2.84
O -4.07 -5.74 -3.17
O -3.27 -4.56 -5.00
O -1.82 -6.02 -3.81
N -4.84 0.72 -5.31
S -6.12 0.68 -6.09
O -6.07 0.54 -7.56
O -7.35 1.26 -5.60
F -6.30 -0.86 -5.68
S -4.69 2.39 -5.59
O -5.50 3.31 -4.76
O -4.37 2.78 -6.99
F -3.26 2.34 -4.83
N -1.38 -0.21 -2.25
S -1.21 1.18 -1.86
O 0.10 1.65 -1.35
O -2.36 1.94 -1.43
F -1.08 1.63 -3.39
S -1.15 -0.83 -0.64
O -2.00 -0.30 0.40
O 0.23 -1.25 -0.33
F -1.99 -2.12 -1.02
C -7.41 -3.64 -7.91
O -7.61 -3.66 -6.47
C -6.48 -3.92 -5.66
C -6.87 -3.96 -4.20
N -5.74 -3.56 -3.42
C -6.06 -3.09 -2.03
C -6.57 -1.66 -1.94
O -5.47 -0.73 -1.98
C -5.81 0.60 -2.35
H -6.56 -3.10 -8.32
H -8.29 -3.22 -8.40
H -7.37 -4.70 -8.14
H -5.67 -3.22 -5.81
H -5.97 -4.85 -5.92
H -7.24 -4.96 -3.97
H -7.71 -3.28 -4.05
H -5.21 -4.41 -3.32
H -5.28 -3.22 -1.28
H -6.75 -3.82 -1.60
H -7.14 -1.59 -1.02
H -7.26 -1.49 -2.77
H -6.39 0.69 -3.27
H -4.89 1.19 -2.37
H -6.44 1.07 -1.60
C 0.40 3.62 2.06
O -0.31 3.44 3.33
C -1.48 2.58 3.28
C -2.24 2.75 4.61
N -1.42 2.31 5.73
C -1.87 2.98 6.94
C -1.26 2.29 8.22
O -2.13 1.34 8.84
C -2.32 0.12 8.04
H 1.45 3.83 2.28
H -0.03 4.45 1.49
H 0.38 2.76 1.39
H -1.30 1.53 3.04
H -2.07 3.00 2.47
H -3.13 2.12 4.58
H -2.60 3.76 4.81
H -0.45 2.56 5.59
H -2.96 2.95 6.96
H -1.65 4.04 6.85
H -1.04 3.00 9.01
H -0.34 1.72 8.05
H -1.49 -0.58 8.11
H -2.52 0.25 6.98
H -3.26 -0.36 8.31
C 0.48 -7.79 -1.71
O -0.54 -7.28 -0.92
C -0.28 -5.86 -0.61
C -1.46 -5.29 0.31
N -2.71 -5.40 -0.38
C -3.87 -4.98 0.47
C -3.90 -3.47 0.91
O -5.00 -3.17 1.78
C -5.15 -1.74 1.87
H 0.78 -7.16 -2.55
H 0.11 -8.76 -2.05
H 1.35 -7.96 -1.08
H -0.21 -5.22 -1.49
H 0.68 -5.73 -0.12
H -1.23 -4.24 0.52
H -1.39 -5.93 1.19
H -2.62 -4.76 -1.15
H -4.02 -5.58 1.37
H -4.71 -5.14 -0.19
H -3.77 -2.82 0.05
H -3.02 -3.29 1.54
H -5.61 -1.38 0.95
H -4.18 -1.25 1.92
H -5.75 -1.44 2.73
C -9.16 5.42 7.37
O -8.27 5.61 6.24
C -8.89 5.27 5.03
C -8.03 4.69 3.95
N -7.75 3.27 4.26
C -6.90 2.67 3.20
C -5.43 3.24 3.07
O -4.53 2.23 2.67
C -4.69 1.91 1.28
H -9.50 4.39 7.49
H -10.06 6.00 7.20
H -8.65 5.71 8.29
H -9.32 6.21 4.68
H -9.72 4.57 5.17
H -7.09 5.25 3.86
H -8.52 4.82 2.99
H -7.38 3.00 5.16
H -7.33 2.62 2.20
H -6.71 1.63 3.47
H -5.07 3.59 4.03
H -5.37 4.19 2.53
H -5.52 1.20 1.29
H -3.82 1.40 0.87
H -5.03 2.67 0.58
C 9.69 -1.29 2.36
O 8.67 -0.32 2.64
C 8.21 -0.47 3.96
C 7.02 0.57 4.14
N 5.85 0.19 3.36
C 4.79 1.15 3.57
C 3.57 0.91 2.71
O 3.86 1.12 1.33
C 2.71 1.06 0.47
H 10.64 -1.15 2.87
H 9.91 -1.28 1.29
H 9.32 -2.31 2.47
H 8.98 -0.20 4.68
H 7.81 -1.47 4.15
H 7.40 1.55 3.87
H 6.75 0.48 5.19
H 6.08 -0.04 2.41
H 5.15 2.13 3.26
H 4.46 1.01 4.60
H 3.02 1.80 3.00
H 3.04 -0.01 2.91
H 2.95 0.62 -0.50
H 2.38 2.07 0.25
H 1.92 0.41 0.84
C 0.70 4.79 -1.35
O 1.84 4.85 -0.47
C 3.07 5.36 -1.08
C 4.17 5.56 -0.03
N 4.75 4.34 0.51
C 5.57 4.66 1.68
C 4.76 5.04 2.97
O 5.67 5.07 4.05
C 5.21 5.59 5.26
H 0.33 5.78 -1.61
H -0.08 4.34 -0.74
H 0.92 4.24 -2.26
H 2.83 6.31 -1.56
H 3.41 4.71 -1.89
H 3.73 6.20 0.74
H 4.93 6.24 -0.41
H 4.14 3.56 0.70
H 6.30 5.42 1.40
H 6.15 3.78 1.98
H 4.01 4.26 3.13
H 4.19 5.96 2.82
H 6.03 5.55 5.99
H 4.36 5.05 5.66
H 4.86 6.60 5.05
C 2.38 -4.61 -5.82
O 2.17 -3.51 -5.02
C 1.19 -3.72 -4.01
C 0.78 -2.54 -3.32
N -0.03 -1.57 -4.08
C 0.68 -0.97 -5.24
C -0.12 0.22 -5.94
O -1.46 -0.29 -6.29
C -2.01 0.57 -7.26
H 3.15 -4.35 -6.55
H 1.45 -4.80 -6.36
H 2.72 -5.46 -5.23
H 1.62 -4.41 -3.28
H 0.33 -4.31 -4.29
H 1.65 -2.04 -2.90
H 0.20 -2.88 -2.46
H -0.50 -0.99 -3.40
H 0.77 -1.79 -5.95
H 1.72 -0.68 -5.08
H 0.33 0.44 -6.91
H -0.15 1.13 -5.35
H -2.07 1.62 -6.95
H -3.05 0.29 -7.39
H -1.52 0.40 -8.22
C 8.73 2.06 -4.59
O 7.50 2.29 -3.93
C 7.03 1.33 -2.98
C 5.56 1.65 -2.44
N 4.59 1.91 -3.50
C 3.15 1.83 -3.17
C 2.36 2.44 -4.36
O 2.62 3.91 -4.37
C 2.13 4.62 -5.49
H 9.13 2.91 -5.14
H 8.78 1.22 -5.29
H 9.51 2.00 -3.83
H 7.70 1.36 -2.12
H 7.08 0.33 -3.42
H 5.75 2.56 -1.87
H 5.26 0.89 -1.71
H 4.72 2.85 -3.85
H 2.98 2.38 -2.24
H 2.86 0.79 -3.05
H 1.29 2.34 -4.18
H 2.65 1.93 -5.28
H 2.71 4.29 -6.35
H 2.28 5.69 -5.37
H 1.08 4.42 -5.71
C -0.20 -9.32 8.97
O -0.50 -8.43 7.91
C 0.55 -7.48 7.77
C 0.45 -6.66 6.44
N 0.43 -7.45 5.23
C -0.13 -6.66 4.13
C 0.90 -5.69 3.48
O 0.17 -4.51 3.05
C 0.99 -3.58 2.34
H 0.79 -9.79 8.90
H -1.04 -10.00 9.16
H -0.23 -8.82 9.94
H 1.48 -8.04 7.73
H 0.58 -6.91 8.70
H 1.21 -5.89 6.34
H -0.53 -6.19 6.45
H -0.19 -8.21 5.48
H -1.06 -6.12 4.27
H -0.41 -7.36 3.35
H 1.49 -6.06 2.64
H 1.68 -5.37 4.17
H 1.59 -4.07 1.57
H 1.59 -2.96 3.01
H 0.28 -2.92 1.86
C 3.81 -1.93 -1.38
O 4.60 -2.85 -0.59
C 5.00 -2.34 0.69
C 6.20 -3.07 1.30
N 5.85 -4.43 1.70
C 6.98 -5.14 2.29
C 8.17 -5.41 1.33
O 9.08 -4.33 1.12
C 10.31 -4.75 0.53
H 3.65 -2.30 -2.39
H 4.18 -0.90 -1.41
H 2.82 -1.92 -0.94
H 4.18 -2.29 1.40
H 5.36 -1.34 0.46
H 6.70 -2.52 2.09
H 6.83 -3.03 0.42
H 5.58 -4.85 0.82
H 6.65 -6.13 2.62
H 7.33 -4.64 3.19
H 7.73 -5.87 0.44
H 8.76 -6.22 1.76
H 10.92 -5.37 1.18
H 10.80 -3.79 0.38
H 10.21 -5.21 -0.46
C -2.63 5.93 0.90
O -2.20 5.65 -0.42
C -3.25 5.08 -1.28
C -2.78 4.80 -2.68
N -2.18 5.92 -3.39
C -1.51 5.49 -4.61
C -0.88 6.74 -5.37
O 0.17 7.24 -4.52
C 0.79 8.42 -5.05
H -3.09 5.06 1.36
H -3.41 6.69 0.92
H -1.84 6.29 1.55
H -4.08 5.79 -1.26
H -3.62 4.15 -0.84
H -3.64 4.47 -3.27
H -2.08 3.96 -2.65
H -1.45 6.28 -2.79
H -2.29 5.13 -5.28
H -0.77 4.70 -4.55
H -1.66 7.45 -5.64
H -0.44 6.41 -6.32
H 0.28 9.36 -5.26
H 1.39 8.17 -5.93
H 1.55 8.65 -4.30
```

## Properties
HOMO level (spin up / spin down) = 1.1618 / -0.6838 eV
Strongest force on any atom = 0.2049 Eh/bohr
Charge = -3
<S²> = 0.75
Kohn-Sham gap (spin up / spin down) = 2.749 / 4.594 eV
Multiplicity = 2